#i
A molecular structure, C3H10N2O2. Source: the Open Molecules 2025 dataset; level of theory: wB97M-V/def2-TZVPD.

Values from the calculation:
* spin multiplicity: 1
* HOMO-LUMO gap: 4.6 eV
* lowest unoccupied orbital energy: -4.87 eV

Last column: natural (NBO) charge in e.
Positions of all 17 atoms, in Å:
O  2.223  0.774  -0.004  -0.532
O  -2.394  -1.271  -0.229  -0.905
N  0.411  1.813  -1.195  -0.647
N  -0.041  -0.760  0.812  -0.303
C  -0.466  0.478  1.512  -0.477
C  0.268  -0.445  -0.554  -0.347
C  1.078  0.829  -0.633  0.531
H  -1.004  1.246  0.661  0.281
H  -1.232  0.364  2.324  0.238
H  -0.879  -1.415  0.674  0.460
H  -0.602  -4.973  0.501  0.000
H  0.713  -1.302  -1.087  0.268
H  0.412  1.030  1.966  0.257
H  -3.310  -1.423  -0.337  0.449
H  -0.750  -0.365  -1.058  0.382
H  1.032  2.624  -1.141  0.347
H  -0.878  -4.362  0.095  -0.001

***

#ii
2 unconnected molecules or ions with the total composition C3H10N2O2. Source: the Open Molecules 2025 dataset; level of theory: wB97M-V/def2-TZVPD.

Values from the calculation:
* spin multiplicity: 1
* HOMO-LUMO gap: 10.1 eV
* lowest unoccupied orbital energy: 0.79 eV

Last column: natural (NBO) charge in e.
Positions of all 17 atoms, in Å:
O  -0.752  -1.861  1.781  -0.494
O  -0.857  -2.483  -1.402  -0.936
N  -0.146  0.349  0.212  -0.652
N  -0.590  1.725  -1.633  -0.838
C  -0.136  1.714  -0.269  -0.035
C  0.688  -0.003  1.352  -0.323
C  0.368  -1.466  1.647  0.446
H  -0.807  2.348  0.330  0.156
H  -1.103  0.065  0.365  0.384
H  1.242  -2.144  1.698  0.106
H  -0.148  1.016  -2.196  0.358
H  1.716  -0.002  0.970  0.191
H  -0.409  2.576  -2.133  0.361
H  -0.054  -3.011  -1.505  0.460
H  0.638  0.627  2.239  0.196
H  0.862  2.145  -0.112  0.148
H  -0.513  -1.594  -1.345  0.472

***

#iii
C3H10N2O2 in the gas phase. Source: the Open Molecules 2025 dataset; level of theory: wB97M-V/def2-TZVPD.

Values from the calculation:
* spin multiplicity: 1
* HOMO-LUMO gap: 10.6 eV
* lowest unoccupied orbital energy: 0.86 eV

Last column: natural (NBO) charge in e.
Positions of all 17 atoms, in Å:
O  1.076  -0.549  0.474  -0.585
O  -2.494  -0.626  0.294  -0.751
N  -0.490  1.332  0.620  -0.865
N  -0.362  0.213  -1.422  -0.859
C  -0.241  0.083  -0.013  0.511
C  -1.089  -1.014  0.611  -0.093
C  2.238  -0.099  -0.181  -0.252
H  2.405  0.977  -0.027  0.156
H  -0.968  -1.065  1.695  0.183
H  3.099  -0.633  0.222  0.189
H  -2.639  0.234  0.716  0.470
H  2.180  -0.290  -1.259  0.171
H  -0.185  1.319  1.586  0.382
H  -1.221  0.685  -1.678  0.394
H  -0.948  -1.971  0.114  0.196
H  -0.037  2.092  0.129  0.379
H  -0.324  -0.690  -1.880  0.376

***

#iii wins, 8.2 kcal/mol ahead of the next structure.

***

#i
2 unconnected molecules or ions with the total composition C3H10N2O2. Source: the Open Molecules 2025 dataset; level of theory: wB97M-V/def2-TZVPD.

Values from the calculation:
* spin multiplicity: 1
* HOMO-LUMO gap: 10.6 eV
* lowest unoccupied orbital energy: 0.73 eV

Last column: natural (NBO) charge in e.
Positions of all 17 atoms, in Å:
O  2.195  -3.927  0.362  -0.956
O  1.231  -1.204  -0.636  -0.670
N  0.590  0.789  0.231  -0.640
N  -0.781  -1.064  0.476  -0.861
C  -1.253  2.106  -0.842  -0.620
C  -0.439  1.789  0.415  -0.209
C  0.416  -0.546  -0.018  0.787
H  -1.514  1.230  -1.410  0.220
H  -0.983  -0.729  1.405  0.384
H  -0.946  -2.050  0.344  0.403
H  -0.702  2.776  -1.514  0.204
H  -1.136  1.463  1.187  0.187
H  1.477  1.090  -0.133  0.402
H  0.026  2.700  0.747  0.205
H  2.167  -2.963  0.389  0.486
H  1.760  -4.145  -0.479  0.467
H  -2.109  2.685  -0.524  0.211

***

#ii
2 unconnected molecules or ions with the total composition C3H10N2O2. Source: the Open Molecules 2025 dataset; level of theory: wB97M-V/def2-TZVPD.

Values from the calculation:
* spin multiplicity: 1
* HOMO-LUMO gap: 10.3 eV
* lowest unoccupied orbital energy: 0.71 eV

Last column: natural (NBO) charge in e.
Positions of all 17 atoms, in Å:
O  1.297  -0.140  -0.139  -0.649
O  4.269  1.948  0.483  -0.940
N  -0.813  -0.937  -0.304  -0.673
N  -0.334  1.402  -0.831  -0.877
C  -2.729  -1.800  1.034  -0.647
C  0.155  0.115  -0.433  0.795
C  -2.322  -0.828  0.009  -0.217
H  -1.995  -2.201  1.739  0.226
H  -3.458  -1.468  1.696  0.226
H  3.428  1.816  -0.119  0.471
H  -3.220  -2.743  0.577  0.210
H  -0.320  -1.824  -0.039  0.404
H  4.247  1.086  0.926  0.469
H  0.598  1.998  -0.829  0.398
H  -2.581  0.249  0.283  0.217
H  -2.943  -1.018  -1.012  0.188
H  -0.884  1.469  -1.685  0.398

***

#i wins, 31.0 kcal/mol ahead of the next structure.

***

#i
2 unconnected molecules or ions with the total composition C3H10N2O2. Source: the Open Molecules 2025 dataset; level of theory: wB97M-V/def2-TZVPD.

Values from the calculation:
* spin multiplicity: 1
* HOMO-LUMO gap: 10.4 eV
* lowest unoccupied orbital energy: 0.66 eV

Last column: natural (NBO) charge in e.
Positions of all 17 atoms, in Å:
O  -0.983  -0.566  -0.801  -0.630
O  -3.486  1.673  0.037  -0.955
N  0.769  1.414  -0.287  -0.824
N  -0.624  -1.578  1.165  -0.855
C  1.075  0.050  0.202  -0.167
C  -0.161  -0.770  0.101  0.661
C  2.172  -0.496  -0.721  -0.642
H  -0.053  -1.768  2.074  0.399
H  -0.196  1.703  0.106  0.357
H  -2.921  1.033  -0.207  0.482
H  1.921  -0.296  -1.804  0.227
H  1.388  0.187  1.265  0.214
H  3.196  -0.132  -0.953  0.251
H  2.270  -1.695  -0.656  0.210
H  -3.488  1.993  0.895  0.474
H  0.480  1.555  -1.332  0.381
H  -1.356  -2.306  0.915  0.417

***

#ii
2 unconnected molecules or ions with the total composition C3H10N2O2. Source: the Open Molecules 2025 dataset; level of theory: wB97M-V/def2-TZVPD.

Values from the calculation:
* spin multiplicity: 1
* HOMO-LUMO gap: 8.6 eV
* lowest unoccupied orbital energy: -0.34 eV

Last column: natural (NBO) charge in e.
Positions of all 17 atoms, in Å:
O  1.424  0.995  1.354  -0.764
O  2.123  -0.194  -0.496  -0.740
N  -0.570  -1.133  0.292  -0.075
N  -0.549  -0.796  1.479  -0.314
C  0.371  1.584  -0.859  -0.684
C  -1.767  -1.646  -0.305  -0.485
C  1.707  1.021  0.033  0.414
H  0.377  2.647  -0.628  0.204
H  1.407  -0.835  -0.360  0.471
H  -2.640  -1.608  0.358  0.184
H  -1.436  -0.872  2.010  0.312
H  -1.958  -1.078  -1.220  0.241
H  0.514  1.424  -1.922  0.203
H  0.657  0.221  1.578  0.471
H  2.506  1.743  -0.167  0.146
H  -1.570  -2.680  -0.594  0.239
H  -0.598  1.208  -0.552  0.176

***

#iii
C3H10N2O2 in the gas phase. Source: the Open Molecules 2025 dataset; level of theory: wB97M-V/def2-TZVPD.

Values from the calculation:
* spin multiplicity: 1
* HOMO-LUMO gap: 9.9 eV
* lowest unoccupied orbital energy: 0.79 eV

Last column: natural (NBO) charge in e.
Positions of all 17 atoms, in Å:
O  0.873  -0.800  -1.205  -0.728
O  -1.875  1.259  0.251  -0.738
N  -0.433  -1.207  0.677  -0.515
N  -0.919  -2.323  -0.036  -0.634
C  1.100  0.670  0.692  -0.663
C  -1.133  0.808  -0.802  -0.073
C  0.217  -0.186  -0.094  0.376
H  -1.499  -1.766  -0.742  0.329
H  -0.677  1.760  -1.305  0.177
H  1.604  1.501  0.105  0.222
H  -1.901  0.493  0.958  0.484
H  0.522  1.079  1.442  0.241
H  0.124  -1.681  1.376  0.362
H  1.808  -0.033  1.043  0.211
H  -0.309  -2.755  -0.684  0.341
H  1.581  -0.284  -1.282  0.459
H  -1.689  0.126  -1.431  0.149

***

#iv
2 unconnected molecules or ions with the total composition C3H10N2O2. Source: the Open Molecules 2025 dataset; level of theory: wB97M-V/def2-TZVPD.

Values from the calculation:
* spin multiplicity: 1
* HOMO-LUMO gap: 9.5 eV
* lowest unoccupied orbital energy: 0.54 eV

Last column: natural (NBO) charge in e.
Positions of all 17 atoms, in Å:
O  0.717  -0.802  -2.341  -0.544
O  -0.916  0.266  -3.396  -0.669
N  -0.003  1.143  0.609  -0.828
N  0.810  0.139  2.686  -0.633
C  0.092  -1.127  2.722  -0.422
C  0.060  1.222  2.057  -0.056
C  -0.430  -0.737  -2.644  0.641
H  -0.849  -1.092  3.291  0.162
H  -0.975  1.303  2.418  0.147
H  0.937  1.039  0.238  0.365
H  0.725  -1.907  3.137  0.205
H  -0.169  -1.431  1.707  0.186
H  -1.870  0.168  -3.502  0.484
H  -1.201  -1.472  -2.360  0.088
H  -0.509  0.305  0.340  0.341
H  1.035  0.420  3.633  0.352
H  0.577  2.145  2.321  0.182

***

#iv wins, 19.2 kcal/mol ahead of the next structure.

***

#i
2 unconnected molecules or ions with the total composition C3H10N2O2. Source: the Open Molecules 2025 dataset; level of theory: wB97M-V/def2-TZVPD.

Values from the calculation:
* spin multiplicity: 1
* HOMO-LUMO gap: 10.1 eV
* lowest unoccupied orbital energy: 0.71 eV

Last column: natural (NBO) charge in e.
Positions of all 17 atoms, in Å:
O  0.224  -2.269  -2.631  -0.578
O  -1.251  -1.737  3.693  -0.939
N  0.730  2.300  0.007  -0.843
N  0.765  -0.742  -1.014  -0.652
C  -0.152  1.135  0.249  -0.222
C  1.044  -1.679  -1.981  0.535
C  -0.239  0.314  -1.058  -0.214
H  -1.146  1.542  0.462  0.180
H  1.477  -0.717  -0.297  0.392
H  0.731  2.570  -0.969  0.345
H  -1.709  -2.257  3.056  0.470
H  -1.905  -1.215  4.157  0.470
H  -1.241  -0.108  -1.102  0.209
H  2.112  -1.863  -2.137  0.104
H  -0.006  0.954  -1.903  0.188
H  0.381  3.194  0.350  0.357
H  0.184  0.577  1.117  0.201

***

#ii
2 unconnected molecules or ions with the total composition C3H10N2O2. Source: the Open Molecules 2025 dataset; level of theory: wB97M-V/def2-TZVPD.

Values from the calculation:
* spin multiplicity: 1
* HOMO-LUMO gap: 10.1 eV
* lowest unoccupied orbital energy: 0.72 eV

Last column: natural (NBO) charge in e.
Positions of all 17 atoms, in Å:
O  3.907  2.108  1.838  -0.943
O  -2.485  -0.854  -0.334  -0.626
N  -0.406  -0.565  0.537  -0.618
N  0.540  0.161  -2.104  -0.857
C  -0.891  -0.113  -1.853  -0.317
C  -0.800  -0.745  1.922  -0.425
C  -1.329  -0.514  -0.448  0.663
H  0.633  0.592  -3.006  0.366
H  1.125  -0.661  -2.064  0.361
H  4.506  2.435  2.520  0.472
H  -0.087  -1.376  2.470  0.197
H  -0.910  0.184  2.489  0.195
H  0.483  -0.093  0.458  0.407
H  4.437  1.624  1.195  0.471
H  -1.140  -0.968  -2.493  0.197
H  -1.723  -1.323  1.986  0.232
H  -1.576  0.622  -2.249  0.226

***

#iii
C3H10N2O2 in the gas phase. Source: the Open Molecules 2025 dataset; level of theory: wB97M-V/def2-TZVPD.

Values from the calculation:
* spin multiplicity: 1
* HOMO-LUMO gap: 10.4 eV
* lowest unoccupied orbital energy: 1.05 eV

Last column: natural (NBO) charge in e.
Positions of all 17 atoms, in Å:
O  1.744  0.219  0.428  -0.492
O  -1.526  -1.032  0.180  -0.543
N  -0.011  1.551  -0.505  -0.635
N  0.344  0.263  -0.277  -0.023
C  2.571  -0.772  -0.126  -0.252
C  -0.387  -0.342  0.806  0.070
C  -2.554  -0.193  -0.282  -0.254
H  2.640  -0.684  -1.216  0.172
H  -2.943  0.448  0.521  0.157
H  2.208  -1.776  0.118  0.160
H  0.147  -1.166  1.276  0.211
H  3.561  -0.624  0.306  0.193
H  0.488  1.929  -1.303  0.374
H  0.052  2.176  0.302  0.343
H  -3.352  -0.840  -0.646  0.189
H  -2.213  0.442  -1.108  0.179
H  -0.768  0.401  1.526  0.150

***

#ii wins, 16.9 kcal/mol ahead of the next structure.